1.
Computed, not measured: C12H12Br2LiNO2 as an isolated structure in a non-equilibrium geometry, with ωB97M-V/def2-TZVPD.

Last column: natural (NBO) charge in e.
Positions of all 30 atoms, in Å:
Li1 -13.80177 5.64204 -0.24483  0.90
C1 -15.74045 2.76730 0.26897  -0.64
C2 -14.22008 2.65484 0.48121  0.25
C3 -13.58203 1.46552 0.92766  -0.27
C4 -12.24173 1.51703 1.24309  -0.12
C5 -11.48815 2.67180 0.95275  -0.13
C6 -10.08490 2.78213 1.18448  -0.12
Br1 -9.11159 1.36395 1.95352  0.04
C7 -9.39639 3.88230 0.73294  -0.22
C8 -10.09484 4.94852 0.16968  -0.20
Br2 -9.27594 6.53315 -0.38290  0.06
C9 -11.49668 5.02364 0.10830  0.32
O1 -12.12074 6.01303 -0.45118  -0.86
C10 -12.15524 3.78929 0.43144  0.16
N1 -13.48827 3.73991 0.19737  -0.55
H1 -16.07764 3.21660 1.13504  0.22
H2 -16.27939 1.85406 0.12184  0.22
H3 -15.96655 3.47197 -0.60207  0.22
H4 -14.05664 0.49438 0.98449  0.22
H5 -11.62853 0.73700 1.59644  0.23
H6 -8.29692 3.84568 0.72782  0.24
C11 -14.60326 9.41958 -1.69676  -0.64
C12 -13.75189 8.18533 -1.36849  -0.06
O2 -14.68200 7.17193 -0.82181  -0.79
H7 -13.98231 10.23706 -2.08949  0.23
H8 -15.07905 9.71999 -0.76893  0.21
H9 -15.40420 9.24158 -2.37546  0.20
H10 -12.98163 8.38174 -0.64077  0.22
H11 -13.30043 7.75563 -2.22727  0.18
H12 -15.47378 7.25689 -1.39525  0.48

Computed properties:
E_tot	-5825.33795	hartree
highest occupied orbital energy	-7.072	eV
charge	0
F_max	3.09	eV Å⁻¹
frontier orbital gap	7.10	eV
relative energy (zero: lowest compared OMol25 entry of this formula, charge and spin)	11.74	kcal/mol

2.
Computed, not measured: an isolated ion of composition C2H6N2 and charge -1 in a non-equilibrium geometry, with ωB97M-V/def2-TZVPD.

Last column: natural (NBO) charge in e.
Positions of all 10 atoms, in Å:
C1 0.12337 -1.24646 0.67673  -0.59
N1 0.20691 0.98416 -1.08640  -1.16
C2 -0.45055 0.96103 0.13734  -0.01
N2 -0.35513 0.10898 1.07516  -0.57
H1 -0.59630 -1.58491 -0.06802  0.18
H2 1.17800 -1.13652 0.39700  0.17
H3 0.16726 -1.92290 1.52878  0.18
H4 0.64990 0.11917 -1.36178  0.37
H5 0.18162 1.89731 -1.53286  0.29
H6 -1.10507 1.82015 0.23404  0.14

Computed properties:
E_tot	-189.23227	hartree
highest occupied orbital energy (alpha / beta)	1.304 / -4.542	eV
charge	-1
F_max	2.22	eV Å⁻¹
frontier orbital gap (alpha / beta)	3.34 / 9.22	eV
multiplicity	2
relative energy (zero: lowest compared OMol25 entry of this formula, charge and spin)	7.83	kcal/mol

3.
Computed, not measured: one molecule with the formula C4H6O2, with ωB97M-V/def2-TZVPD.

Last column: natural (NBO) charge in e.
Positions of all 12 atoms, in Å:
O1 -0.44573 -1.01577 -1.12228  -0.72
C1 0.46421 0.00415 -1.46595  0.23
O2 1.20066 0.43194 -0.35705  -0.54
C2 0.35917 0.71912 0.75322  0.03
C3 -0.16720 -0.35785 1.62242  -0.28
C4 -1.01360 0.18917 0.79784  -0.14
H1 -0.05089 -1.47108 -0.35772  0.48
H2 -0.13296 0.82105 -1.89866  0.14
H3 1.18059 -0.37217 -2.20091  0.16
H4 0.58050 1.70388 1.16078  0.18
H5 -0.06226 -0.93375 2.52107  0.23
H6 -2.01916 0.32225 0.44134  0.23

Computed properties:
SMILES	OCOC1C=C1
E_tot	-306.36384	hartree
highest occupied orbital energy	-9.345	eV
charge	0
F_max	0.85	eV Å⁻¹
frontier orbital gap	10.43	eV
relative energy (zero: lowest compared OMol25 entry of this formula, charge and spin)	89.39	kcal/mol

4.
Computed, not measured: an isolated ion of composition C25H29Cl2 and charge +1 in a non-equilibrium geometry, with ωB97M-V/def2-TZVPD.

Last column: natural (NBO) charge in e.
Positions of all 56 atoms, in Å:
C1 -5.04220 -0.52188 -0.80953  -0.39
C2 -4.51513 -1.87306 -0.29835  -0.41
C3 -3.34752 -2.46543 -1.12817  -0.42
C4 -2.03339 -2.76461 -0.39749  -0.35
C5 -1.42827 -1.62492 0.47940  -0.60
C6 -0.97619 -0.43025 -0.25614  0.76
C7 0.23935 -0.51233 -1.11138  -0.57
C8 -1.61135 0.88104 -0.14339  -0.60
C9 -3.12570 0.88968 0.17255  -0.40
C10 -3.95789 0.52142 -1.07550  -0.41
H1 -5.60115 -0.68045 -1.74265  0.22
H2 -5.75659 -0.12159 -0.07752  0.22
H3 -4.24921 -1.80288 0.76613  0.19
H4 -5.35286 -2.58783 -0.34429  0.23
H5 -3.71151 -3.41974 -1.54866  0.24
H6 -3.13720 -1.82704 -2.00052  0.20
H7 -2.17071 -3.65704 0.23421  0.24
H8 -1.29336 -3.04153 -1.16419  0.21
H9 -2.12025 -1.36153 1.29603  0.25
H10 -0.53770 -2.06801 0.97240  0.28
H11 0.18348 0.33373 -1.82398  0.25
H12 0.11207 -1.44395 -1.69901  0.27
H13 -1.06360 1.48032 0.61694  0.34
H14 -1.45878 1.41774 -1.09805  0.26
H15 -3.33245 0.21548 1.01411  0.21
H16 -3.39857 1.90432 0.49748  0.24
H17 -3.30273 0.17540 -1.89053  0.19
H18 -4.42749 1.44327 -1.45440  0.23
Cl1 5.03667 -0.42621 -5.52367  0.05
C11 4.10942 -0.44464 -4.08732  -0.05
C12 3.31189 -1.56064 -3.78598  -0.20
C13 2.58135 -1.57523 -2.59664  -0.21
C14 2.59724 -0.47976 -1.72808  -0.05
C15 1.63162 -0.51578 -0.51214  -0.24
C16 1.89831 0.57696 0.50795  -0.20
C17 1.51213 0.54145 1.79817  -0.16
C18 1.99943 1.45284 2.82918  -0.12
C19 1.58078 1.27810 4.16789  -0.17
C20 1.99354 2.14949 5.17337  -0.22
C21 2.84990 3.21717 4.85962  -0.04
Cl2 3.33303 4.30974 6.07914  0.05
C22 3.30639 3.38791 3.54520  -0.24
C23 2.88965 2.51127 2.54144  -0.11
C24 3.36230 0.64288 -2.06075  -0.15
C25 4.14388 0.65409 -3.22510  -0.23
H19 3.26389 -2.39674 -4.47795  0.24
H20 1.97318 -2.45042 -2.35416  0.21
H21 1.76588 -1.47796 0.02344  0.23
H22 2.50793 1.41498 0.17464  0.20
H23 0.79508 -0.21759 2.12985  0.19
H24 0.92553 0.43950 4.40128  0.21
H25 1.67082 2.00490 6.19784  0.24
H26 3.99468 4.19709 3.31949  0.24
H27 3.26128 2.64605 1.52408  0.20
H28 3.36211 1.54006 -1.44585  0.21
H29 4.75900 1.52216 -3.46040  0.24

Computed properties:
E_tot	-1890.10922	hartree
highest occupied orbital energy	-10.961	eV
charge	+1
F_max	2.57	eV Å⁻¹
frontier orbital gap	5.34	eV

5.
Computed, not measured: C37H60INO24V as an isolated structure in a non-equilibrium geometry, with ωB97M-V/def2-TZVPD.

Last column: Mulliken charge in e.
Positions of all 124 atoms, in Å:
O1 -9.80608 14.79877 -23.11097  -0.48
V1 -10.24439 13.40765 -23.80916  1.53
O2 -11.66149 13.05405 -23.18642  -0.57
I1 -8.76576 11.43756 -22.33663  -0.66
C1 -8.57917 13.88280 -28.18285  -1.67
C2 -8.82542 14.37902 -26.68438  0.92
C3 -8.37411 15.96127 -26.56961  -1.17
C4 -9.31158 17.03177 -27.24048  -0.78
C5 -10.70795 16.76513 -26.59788  -1.39
C6 -11.22103 15.27725 -26.66557  1.22
N1 -10.19023 14.28687 -26.10958  1.29
O3 -10.74481 12.97356 -25.99238  -0.69
C7 -11.72932 15.04952 -28.14239  -1.84
C8 -12.52093 15.21213 -25.71797  -1.51
C9 -7.82041 13.66540 -25.67430  -1.25
H1 -9.26261 14.33041 -28.90441  0.35
H2 -8.77493 12.82718 -27.99457  0.39
H3 -7.56302 14.14918 -28.47366  0.35
H4 -7.32506 16.14898 -26.79844  0.47
H5 -8.47157 16.08359 -25.49089  0.31
H6 -9.33453 16.56266 -28.22411  0.28
H7 -8.85241 18.01693 -27.15858  0.47
H8 -11.42952 17.36514 -27.15234  0.48
H9 -10.85726 17.22638 -25.62164  0.46
H10 -12.76322 15.30958 -28.36936  0.42
H11 -11.61963 13.98581 -28.35356  0.43
H12 -11.02995 15.36800 -28.91540  0.36
H13 -13.41256 14.64129 -25.97726  0.38
H14 -12.99738 16.19159 -25.67607  0.50
H15 -12.22580 14.81449 -24.74695  -0.05
H16 -7.86863 14.26678 -24.76649  -0.18
H17 -6.81837 13.70101 -26.10179  0.74
H18 -8.13286 12.64437 -25.45532  -0.01
C10 -14.13133 8.87263 -21.38072  -1.52
C11 -13.55423 10.29095 -21.67575  1.10
C12 -14.32365 11.17518 -22.62353  -0.04
O4 -15.06945 12.05890 -21.77249  -0.41
C13 -14.47512 11.97662 -20.47673  0.58
O5 -14.55492 12.78975 -19.58338  -0.58
O6 -13.73245 10.90924 -20.44384  -0.50
H19 -13.74182 8.43113 -20.46341  0.30
H20 -14.11845 8.16311 -22.20807  0.25
H21 -15.14538 9.03419 -21.01507  0.47
H22 -12.48560 10.31682 -21.88897  -0.06
H23 -14.99452 10.48212 -23.13116  0.33
H24 -13.73071 11.70028 -23.37239  0.05
C14 -4.18231 12.88336 -24.15016  -0.85
C15 -4.52515 14.27166 -23.50431  0.60
C16 -5.64165 14.14601 -22.41898  0.57
O7 -5.05809 14.81772 -21.35801  -0.42
C17 -3.68850 15.00343 -21.54890  0.52
O8 -2.87995 15.23526 -20.62846  -0.62
O9 -3.41959 14.73155 -22.75819  -0.38
H25 -3.21319 12.99164 -24.63718  0.40
H26 -5.00993 12.67270 -24.82749  0.07
H27 -4.17187 12.07323 -23.42100  0.15
H28 -4.83521 15.08665 -24.15834  0.41
H29 -6.00061 13.12008 -22.33698  -0.23
H30 -6.60113 14.59812 -22.67016  -0.22
C18 -9.54084 14.54192 -17.54773  -1.32
C19 -9.83089 15.50099 -18.72454  0.52
C20 -9.64820 14.96883 -20.06596  -0.06
O10 -10.86089 15.07999 -20.62482  -0.11
C21 -11.66803 15.84845 -19.91132  0.49
O11 -12.67704 16.31600 -20.44373  -0.61
O12 -11.15195 16.06081 -18.72326  -0.39
H31 -10.30618 13.76657 -17.58234  0.33
H32 -9.57871 14.89546 -16.51735  0.36
H33 -8.54814 14.10010 -17.63411  0.31
H34 -9.14901 16.35109 -18.70284  0.19
H35 -9.20067 13.97597 -20.02073  0.11
H36 -8.89948 15.57675 -20.57386  0.07
C22 -10.05161 8.06322 -19.92991  -1.39
C23 -10.03768 7.50475 -21.38934  1.51
C24 -8.61764 7.24056 -21.99320  0.65
O13 -8.53818 5.91223 -22.14677  -0.39
C25 -9.81642 5.31956 -21.93050  0.61
O14 -10.07688 4.13333 -21.97185  -0.63
O15 -10.67515 6.18933 -21.52706  -0.36
H37 -10.00696 7.29380 -19.15912  0.41
H38 -11.01546 8.55011 -19.78143  0.22
H39 -9.27917 8.82606 -19.83243  0.22
H40 -10.68511 8.25117 -21.84955  -0.70
H41 -7.83018 7.77338 -21.46018  0.02
H42 -8.77694 7.59438 -23.01180  -0.15
C26 -6.08356 7.32101 -26.32643  -1.85
C27 -6.86578 8.22808 -25.44543  0.66
C28 -6.62055 9.72504 -25.52705  0.04
O16 -7.67049 10.30587 -26.31167  -0.25
C29 -8.60311 9.35285 -26.53912  0.45
O17 -9.73770 9.61288 -26.94306  -0.51
O18 -8.24472 8.28186 -25.76628  -0.13
H43 -5.51229 7.64790 -27.19528  0.38
H44 -6.69307 6.44392 -26.54396  0.35
H45 -5.21136 7.06493 -25.72494  0.47
H46 -6.78110 7.82054 -24.43804  0.16
H47 -5.73789 10.03882 -26.08432  0.38
H48 -6.73464 10.11241 -24.51462  -0.12
C30 -11.76015 7.20699 -28.03251  -1.46
C31 -12.20260 7.30314 -26.58372  0.59
C32 -11.39224 6.63019 -25.50150  -0.63
O19 -11.38220 7.46078 -24.42112  0.00
C33 -11.78074 8.64246 -24.84561  0.10
O20 -12.04174 9.56269 -24.08534  -0.30
O21 -12.10573 8.58471 -26.15445  -0.25
H49 -12.40991 7.63865 -28.79381  0.37
H50 -11.80221 6.16151 -28.33796  0.39
H51 -10.81632 7.73764 -28.15776  0.20
H52 -13.21732 6.90577 -26.56023  0.36
H53 -10.33067 6.42278 -25.63623  0.23
H54 -11.83318 5.67064 -25.23144  0.38
C34 -3.84859 11.96662 -18.70296  -1.30
C35 -4.30961 10.53429 -18.83244  0.46
C36 -5.05508 10.17558 -20.06388  0.10
O22 -4.64889 8.83693 -20.22367  -0.31
C37 -3.39489 8.69794 -19.83302  0.66
O23 -2.54247 8.02572 -20.32201  -0.55
O24 -3.28779 9.53899 -18.80254  -0.40
H55 -4.66084 12.68705 -18.79954  0.32
H56 -3.03393 12.13029 -19.40839  0.33
H57 -3.55882 12.24161 -17.68880  0.38
H58 -4.97450 10.17997 -18.04474  0.25
H59 -4.78427 10.83110 -20.89156  -0.24
H60 -6.13130 10.28011 -19.92629  0.27

Computed properties:
E_tot	-4548.08382	hartree
highest occupied orbital energy	-5.211	eV
charge	-1
F_max	5.32	eV Å⁻¹
frontier orbital gap	6.99	eV